(1)
Computed, not measured: a 2-piece molecular cluster, C9H6N2S2 overall at a distorted geometry, with ωB97M-V/def2-TZVPD.

The orbital gap (alpha / beta) comes out at 6.359 / 6.382 eV. For the energy above the lowest of the compared OMol25 structures with the same formula, charge and spin, the calculation gives 6.077 eV. As for the total energy: -1252.183465 Eh. As for the maximum force: 4.4 eV/A. The calculation puts the HOMO energy (alpha / beta) at -8.358 / -8.400 eV.

Geometry as ORCA input:
```
! RIJCOSX wB97M-V def2-TZVPD def2/J DEFGRID3
* xyz 0 1
C -0.75668 -2.22033 0.42280
C 1.67165 -2.39503 0.93323
C -1.52739 2.92507 1.07921
C -0.87679 2.29577 0.03606
C -1.40764 2.24438 2.27090
C -0.28155 1.03485 0.32968
C 0.42346 -1.98804 0.94723
C 0.36854 0.15480 -0.44743
C 1.31724 -1.45777 -2.38607
N -1.84893 -2.36033 0.07451
N 2.78737 -2.69150 1.10898
S -0.42890 0.84488 2.10808
S 0.54081 0.15345 -2.09161
H -2.01995 3.87429 1.16687
H -0.74281 2.52862 -1.00578
H -1.93953 2.63581 3.14248
H 2.38906 -1.56238 -1.97454
H 1.56421 -1.64765 -3.50439
H 0.76785 -2.36887 -2.21022
*
```

(2)
Computed, not measured: C9H6N7O5S5W as an isolated structure at a distorted geometry, with ωB97M-V/def2-TZVPD.

The orbital gap comes out at 5.361 eV. For the energy above the lowest of the compared OMol25 structures with the same formula, charge and spin, the calculation gives 2.710 eV. As for the total energy: -3164.137683 Eh. As for the maximum force: 5.3 eV/A. The calculation puts the HOMO energy at -3.802 eV.

Geometry as ORCA input:
```
! RIJCOSX wB97M-V def2-TZVPD def2/J DEFGRID3
* xyz -1 1
W -0.46938 -0.87681 0.91089
S 0.13405 0.11725 3.09069
S -1.91483 0.48324 2.85483
S -2.48721 2.32684 2.00791
S -3.00669 2.19334 0.08416
N -0.21703 0.09852 -3.19694
C -0.50022 -1.22806 -3.46561
C -0.56188 -1.86576 -2.27801
N -0.37795 -0.96199 -1.26565
C -0.18546 0.22544 -1.84699
C 0.12375 1.32492 -1.01792
N 0.17123 1.11351 0.30577
C 0.57562 2.29949 0.85481
C 0.74344 3.21691 -0.11698
N 0.49818 2.58693 -1.31692
H -0.43520 0.85359 -3.82445
H -0.57769 -1.59393 -4.47268
H -0.73109 -2.90290 -2.05556
H 0.71548 2.40706 1.91369
H 1.06270 4.24053 -0.06629
H 0.16425 3.07292 -2.13124
O -3.61244 -3.06764 1.15393
S -2.34671 -2.45522 0.95998
O -1.39773 -3.11651 0.06637
O -2.39825 -1.02586 0.40199
O -1.54695 -2.15519 2.20596
O 0.81148 -2.18205 1.20386
N 1.49631 -1.16562 0.58310
C 2.55924 -0.65421 1.35314
C 3.18104 0.51474 0.89744
N 3.71640 1.47696 0.52750
C 3.14463 -1.35840 2.41269
N 3.66890 -1.94204 3.26656
*
```

(3)
Computed, not measured: a 2-piece molecular cluster, C9H6O3 overall at a distorted geometry, with ωB97M-V/def2-TZVPD.

The orbital gap comes out at 9.218 eV. For the energy above the lowest of the compared OMol25 structures with the same formula, charge and spin, the calculation gives 6.015 eV. As for the structure (SMILES): CC#CC(=O)O.C#CC#CC=O. As for the total energy: -572.061394 Eh. As for the maximum force: 3.2 eV/A. The calculation puts the HOMO energy at -9.499 eV.

Geometry as ORCA input:
```
! RIJCOSX wB97M-V def2-TZVPD def2/J DEFGRID3
* xyz 0 1
C -0.42722 -0.16549 -3.86890
C -0.36485 -0.88496 -2.59453
C -0.31324 -1.47627 -1.54772
C -0.31058 -2.15685 -0.26453
O -1.17219 -2.04711 0.57528
O 0.76996 -2.93593 -0.11641
H -0.58041 0.90769 -3.69579
H -1.27265 -0.53068 -4.46979
H 0.49199 -0.30160 -4.43822
H 0.69144 -3.34657 0.73794
C -1.73721 0.68261 -0.80114
C -0.93001 1.07821 -0.00697
C 0.01220 1.54595 0.92271
C 0.81277 1.93961 1.70461
C 1.80750 2.42080 2.66144
O 1.53018 2.80884 3.77190
H -2.46844 0.34333 -1.50033
H 2.81825 2.41974 2.29022
*
```

(4)
Computed, not measured: a 28-piece molecular cluster, C9H72NO28 overall at a distorted geometry, with ωB97M-V/def2-TZVPD.

The orbital gap comes out at 5.345 eV. For the energy above the lowest of the compared OMol25 structures with the same formula, charge and spin, the calculation gives 2.550 eV. As for the total energy: -2547.600707 Eh. As for the maximum force: 2.0 eV/A. The calculation puts the HOMO energy at -3.916 eV.

Geometry as ORCA input:
```
! RIJCOSX wB97M-V def2-TZVPD def2/J DEFGRID3
* xyz -1 1
C 6.02834 -40.13117 -6.49214
C 6.87751 -40.87772 -7.54528
C 7.70761 -42.00528 -6.81389
C 6.95070 -43.21080 -6.30682
C 6.29615 -43.83065 -7.55141
C 5.42983 -42.81724 -8.46535
N 6.16114 -41.53859 -8.68512
O 5.50861 -40.59440 -9.60265
C 4.03871 -42.59820 -7.80325
C 5.25269 -43.57143 -9.79254
C 7.97663 -39.94285 -8.11292
H 5.06291 -39.95137 -6.96513
H 6.48581 -39.17899 -6.22349
H 5.81065 -40.73326 -5.60999
H 8.26062 -41.58249 -5.97511
H 8.54443 -42.29851 -7.44781
H 6.19416 -42.88394 -5.59344
H 7.68489 -43.93222 -5.94818
H 5.51902 -44.52007 -7.22146
H 7.08082 -44.26485 -8.17097
H 4.11879 -42.24713 -6.77444
H 3.34404 -43.43816 -7.79895
H 3.55147 -41.84159 -8.41825
H 4.56894 -42.99288 -10.41371
H 4.89392 -44.58283 -9.60157
H 6.11132 -43.70088 -10.45139
H 8.48150 -39.45693 -7.27800
H 7.58286 -39.27794 -8.88164
H 8.83323 -40.50931 -8.47823
O 11.53091 -39.19761 -9.53979
H 11.68634 -40.06815 -9.90620
H 10.72988 -38.89631 -9.96851
O 0.83527 -40.95649 -10.64849
H 1.53078 -40.69426 -10.04539
H 1.04527 -41.86175 -10.87793
O 4.75178 -46.53378 -11.41848
H 5.15108 -45.82971 -11.92943
H 3.81123 -46.36335 -11.46908
O 5.00507 -44.07150 -13.36909
H 4.25534 -43.81767 -12.83085
H 5.48237 -43.25492 -13.51612
O 4.97749 -38.52353 -3.27252
H 5.68920 -39.15366 -3.16011
H 4.20434 -39.06222 -3.44067
O 2.33802 -43.03872 -12.40145
H 1.61902 -42.84687 -13.00351
H 2.17750 -43.93773 -12.11467
O 8.75524 -45.23510 -10.74019
H 7.94107 -45.68466 -10.51381
H 9.21860 -45.84977 -11.30914
O 6.69482 -36.95592 -4.96409
H 7.16393 -37.75251 -4.71585
H 5.96618 -36.90389 -4.34554
O 6.66217 -44.42012 -3.15299
H 6.84296 -45.10479 -3.79702
H 7.47994 -43.92647 -3.09155
O 9.89443 -40.67518 -11.62352
H 10.81453 -40.87046 -11.44599
H 9.41510 -41.41086 -11.24239
O 7.82318 -46.59878 -4.70450
H 6.91763 -46.81430 -4.92762
H 8.13138 -47.35103 -4.19918
O 5.30691 -47.13006 -5.33233
H 5.01187 -46.71171 -6.14113
H 4.50033 -47.40411 -4.89583
O 2.27070 -39.70924 -6.92945
H 2.54697 -39.79127 -7.84223
H 2.23848 -38.76558 -6.77233
O 8.13037 -42.58117 -10.98903
H 7.41823 -42.30626 -10.41152
H 8.43496 -43.40893 -10.61716
O 4.17560 -40.78479 -12.28356
H 4.50905 -40.85838 -11.38935
H 3.36909 -41.30033 -12.28213
O 11.42293 -42.78788 -7.44085
H 11.25113 -41.88564 -7.17123
H 12.29756 -42.76002 -7.82874
O 5.30591 -36.62408 -7.36868
H 5.82670 -37.01920 -8.06789
H 5.80445 -36.79833 -6.57036
O 11.21004 -39.88769 -6.96484
H 11.37255 -39.44882 -7.79983
H 11.51673 -39.26702 -6.30382
O 7.15825 -38.87384 -11.40522
H 7.63597 -38.27345 -10.83292
H 6.79796 -39.53410 -10.81320
O 4.45203 -47.92064 -8.76103
H 4.24879 -47.49440 -9.59365
H 3.84888 -47.52189 -8.13379
O 10.50545 -44.54293 -5.32256
H 9.77305 -44.30872 -4.75250
H 10.40014 -43.98225 -6.09119
O 3.19281 -39.01105 -9.39892
H 3.20256 -38.19958 -9.90651
H 4.09266 -39.33407 -9.44549
O 6.49257 -40.70022 -2.40447
H 6.17384 -41.30532 -3.07416
H 6.28655 -41.13050 -1.57462
O 9.08119 -38.78863 -4.93596
H 9.12568 -39.73233 -5.08982
H 9.32037 -38.68407 -4.01504
O 8.87540 -36.47340 -7.26227
H 8.30695 -36.86438 -6.59877
H 9.64478 -37.04243 -7.28462
O 10.11437 -45.14041 -8.23858
H 9.81157 -45.10858 -9.14605
H 10.32537 -44.23175 -8.02397
O 4.00759 -42.35146 -2.88367
H 4.44334 -42.91716 -3.52112
H 3.53924 -41.70752 -3.41491
*
```

(5)
Computed, not measured: C9H7BCo2O6 as an isolated structure at a distorted geometry, with ωB97M-V/def2-TZVPD.

The orbital gap comes out at 7.416 eV. For the energy above the lowest of the compared OMol25 structures with the same formula, charge and spin, the calculation gives 0.933 eV. As for the total energy: -3588.767070 Eh. As for the maximum force: 4.4 eV/A. The calculation puts the HOMO energy at -8.422 eV.

Geometry as ORCA input:
```
! RIJCOSX wB97M-V def2-TZVPD def2/J DEFGRID3
* xyz 0 1
H 0.65206 -3.57112 6.18860
B -0.95350 -6.08653 3.80168
H -1.93657 -6.21862 4.58291
H -1.15220 -5.24598 2.88334
H 0.20310 -5.93891 4.34148
O -3.34834 -0.92294 9.14854
C -2.38624 -0.36825 8.81527
Co -0.88237 0.36742 8.30676
C -1.32413 1.15988 6.76594
O -1.50560 1.60532 5.69914
C -0.70446 1.26245 9.78323
O -0.54739 1.85005 10.76324
C -0.34936 -1.40022 7.99604
C -0.14455 -1.85739 6.72002
C -0.25389 -3.03107 5.91180
Co 1.05956 -0.68656 7.10004
C 1.16973 -0.35844 5.38530
O 1.19847 -0.24296 4.23122
C 2.53292 -1.69593 7.11376
O 3.49695 -2.34195 7.02808
C 1.40735 0.83075 8.05277
O 2.23945 1.52654 8.46568
H -0.62711 -2.09676 8.80310
H -0.22980 -2.85992 4.82139
H -1.08666 -3.67627 6.24579
*
```

(6)
Computed, not measured: one molecule with the formula C9H7FO2 at a distorted geometry, with ωB97M-V/def2-TZVPD.

The orbital gap comes out at 9.628 eV. For the energy above the lowest of the compared OMol25 structures with the same formula, charge and spin, the calculation gives 1.752 eV. As for the total energy: -597.429382 Eh. As for the maximum force: 4.2 eV/A. The calculation puts the HOMO energy at -9.772 eV.

Geometry as ORCA input:
```
! RIJCOSX wB97M-V def2-TZVPD def2/J DEFGRID3
* xyz 0 1
C 0.94280 1.42231 2.06808
C 1.96404 0.98987 1.16044
C -0.34735 1.12792 1.89354
C 1.61283 0.16716 0.11588
C -0.69000 0.32099 0.78035
C 0.26587 -0.19144 -0.06902
C -2.12127 0.01443 0.41705
C -0.26239 -1.21248 -1.08784
C -0.30980 -1.06219 -2.54371
O -3.03834 0.47873 1.04413
O -2.23353 -0.84440 -0.58407
F -0.03460 -2.42527 -0.64253
H 1.15957 1.99356 2.85822
H 3.02995 1.16896 1.29203
H -1.27382 1.26125 2.43027
H 2.25831 -0.37762 -0.47847
H -0.31713 -1.95892 -3.07745
H 0.65398 -0.34765 -2.84816
H -1.25914 -0.52522 -2.72874
*
```